Record 1
Here is C18H20F3N2OReS as an isolated structure from the OMol25 dataset. Energies are from ωB97M-V/def2-TZVPD.

- LUMO (alpha / beta): -12.01 / -11.43 eV
- Charge: +3
- HOMO level (alpha / beta): -18.410 / -18.414 eV
- Relative energy (zero: lowest compared OMol25 entry of this formula, charge and spin): 15.2 kcal/mol
- 2S+1: 2

Element x y z (Å)
Re1 -0.703 0.783 -0.302
N1 -1.248 1.521 -2.192
C1 -2.344 0.701 -2.828
C2 -3.165 0.082 -1.719
N2 -2.208 -0.610 -0.788
H1 -1.568 2.489 -2.094
H2 -0.443 1.579 -2.815
H3 -1.872 -0.060 -3.449
H4 -2.958 1.327 -3.474
H5 -3.902 -0.621 -2.107
H6 -3.695 0.840 -1.138
H7 -1.800 -1.415 -1.263
H8 -2.703 -0.990 0.019
F1 7.409 -3.772 -1.201
C3 6.919 -3.078 -2.216
F2 7.764 -2.103 -2.532
F3 6.767 -3.880 -3.266
C4 5.563 -2.464 -1.872
C5 4.918 -1.728 -2.883
C6 3.704 -1.163 -2.624
C7 3.114 -1.321 -1.324
C8 3.796 -2.076 -0.314
C9 5.008 -2.640 -0.598
C10 1.912 -0.738 -1.048
C11 0.787 -0.195 -0.821
H9 5.390 -1.623 -3.851
H10 3.180 -0.595 -3.379
H11 3.339 -2.193 0.659
H12 5.544 -3.217 0.142
C12 -0.207 2.762 3.247
S1 -0.922 1.626 2.066
O1 -1.024 2.488 0.711
C13 -2.556 1.335 2.608
C14 -3.519 2.341 2.521
C15 -4.787 2.058 3.000
C16 -5.062 0.816 3.567
C17 -4.084 -0.168 3.653
C18 -2.811 0.078 3.162
H13 -0.874 3.625 3.257
H14 0.804 3.015 2.934
H15 -0.212 2.240 4.205
H16 -3.292 3.313 2.102
H17 -5.560 2.813 2.950
H18 -6.053 0.615 3.953
H19 -4.309 -1.123 4.109
H20 -2.034 -0.675 3.234

Cartesian forces, eV/Å:
0.21 0.17 -0.07
-0.19 0.09 -0.16
0.06 0.05 -0.03
0.00 -0.05 -0.01
-0.20 -0.01 -0.04
0.01 0.01 0.01
-0.02 0.01 -0.06
-0.01 -0.03 0.04
0.00 0.00 0.00
0.02 0.00 -0.02
-0.01 0.01 -0.02
-0.01 -0.06 0.02
-0.04 -0.01 -0.01
0.03 -0.05 0.09
-0.11 -0.02 -0.01
0.08 0.11 -0.03
0.00 -0.05 -0.06
-0.03 0.05 -0.04
0.05 -0.07 0.10
-0.09 0.02 0.06
-0.04 0.02 0.01
-0.10 0.06 -0.06
0.05 -0.02 -0.02
0.28 -0.04 -0.10
0.17 -0.01 0.12
-0.01 0.01 -0.01
0.01 0.00 -0.01
0.01 0.00 0.01
-0.01 0.00 0.01
0.10 -0.10 -0.12
-0.36 0.37 0.17
0.09 -0.56 0.14
0.04 0.03 0.02
-0.03 0.02 0.12
0.00 0.03 0.00
0.00 -0.01 0.00
0.04 -0.03 0.01
-0.06 0.01 -0.05
0.05 0.03 0.05
-0.01 0.01 -0.02
0.00 0.02 0.01
0.01 -0.01 -0.02
0.01 0.00 -0.01
0.00 0.01 0.00
0.00 0.00 -0.01
0.00 0.00 0.00

=====

Record 2
Here is a single C18H20N2 molecule from the OMol25 dataset. Energies are from ωB97M-V/def2-TZVPD.

- LUMO: 0.91 eV
- HOMO level: -7.479 eV
- SMILES: C=C1C[C@@H]2CCCN3CCc4c(n1c1ccccc41)[C@@H]23
- Relative energy (zero: lowest compared OMol25 entry of this formula, charge and spin): 2.4 kcal/mol

Element x y z (Å)
C1 -1.223 -0.481 3.401
C2 0.745 -1.223 -0.827
C3 -0.904 -0.026 2.143
C4 -0.153 -0.475 -0.140
C5 2.753 -3.853 1.060
C6 2.273 -3.506 2.298
C7 2.286 -3.139 -0.045
C8 1.304 -2.519 2.506
C9 1.346 -2.152 0.114
C10 0.799 -1.853 1.384
N1 -0.162 -0.800 1.222
N2 -0.330 1.098 -1.968
C11 1.107 -0.981 -2.240
C12 0.100 -0.004 -2.864
C13 -0.732 2.384 -2.550
C14 -1.674 3.181 -1.654
C15 -1.346 1.382 1.718
C16 -1.332 3.128 -0.155
C17 -0.744 1.805 0.383
C18 -0.892 0.698 -0.658
H1 -0.968 -1.456 3.792
H2 -1.740 0.162 4.159
H3 3.529 -4.605 0.966
H4 2.670 -3.969 3.182
H5 2.702 -3.318 -1.028
H6 0.952 -2.286 3.498
H7 1.129 -1.918 -2.827
H8 2.130 -0.527 -2.230
H9 -0.805 -0.574 -3.176
H10 0.540 0.438 -3.749
H11 -1.222 2.242 -3.522
H12 0.185 2.964 -2.727
H13 -2.653 2.763 -1.755
H14 -1.660 4.220 -1.987
H15 -1.118 2.093 2.500
H16 -2.430 1.353 1.615
H17 -2.233 3.455 0.437
H18 -0.591 3.895 0.013
H19 0.347 1.957 0.453
H20 -1.981 0.448 -0.742

Cartesian forces, eV/Å:
0.11 1.17 -0.80
-0.36 -0.33 0.67
-0.24 -0.91 2.66
0.81 -0.43 -0.23
-0.01 0.49 -0.90
-0.56 0.55 1.10
0.84 -0.68 -0.04
-0.37 0.15 -0.55
-1.02 1.07 0.03
-0.30 0.27 0.43
0.43 -0.23 -0.34
0.63 -0.66 0.89
0.37 0.53 -0.10
-1.05 0.37 0.44
0.56 -0.49 0.16
0.49 -0.57 0.52
0.26 -1.04 -0.83
-0.39 0.64 0.50
0.18 0.64 -0.74
-0.67 0.20 -0.84
0.06 -0.10 -0.36
0.52 -0.42 -1.14
-0.15 0.04 -0.08
0.13 -0.32 0.23
-0.02 -0.10 -0.08
0.10 -0.05 0.06
0.08 0.43 0.17
-0.61 -0.36 -0.31
0.37 0.06 -0.06
-0.02 0.18 -0.23
0.03 -0.04 0.00
-0.12 0.05 -0.12
-0.83 -0.06 -0.34
-0.29 -0.08 -0.02
0.15 0.13 0.22
-0.16 0.09 -0.05
0.73 -0.42 -0.54
0.27 0.37 0.27
-0.26 -0.14 0.29
0.30 0.02 0.04

=====

Record 3
Here is a single C18H20N2O4 molecule from the OMol25 dataset. Energies are from ωB97M-V/def2-TZVPD.

- LUMO: 0.57 eV
- HOMO level: -7.835 eV
- SMILES: COc1ccc(C)cc1NC(=O)N[C@H](C)c1ccc2c(c1)OCO2
- Relative energy (zero: lowest compared OMol25 entry of this formula, charge and spin): 33.1 kcal/mol

Element x y z (Å)
C1 -4.534 -2.956 0.882
O1 -3.517 -2.048 0.542
C2 -3.836 -0.704 0.501
C3 -5.081 -0.175 0.781
C4 -5.292 1.194 0.703
C5 -4.266 2.054 0.346
C6 -3.013 1.522 0.066
C7 -2.784 0.159 0.136
N1 -1.550 -0.434 -0.131
C8 -0.431 0.139 -0.686
O2 -0.325 1.306 -0.993
N2 0.581 -0.763 -0.865
H1 0.451 -1.729 -0.617
C9 1.821 -0.396 -1.510
C10 2.991 -0.310 -0.550
C11 3.097 -1.152 0.544
C12 4.192 -1.112 1.405
C13 5.180 -0.204 1.119
C14 5.083 0.647 0.017
C15 4.003 0.615 -0.827
H2 3.936 1.283 -1.669
O3 6.195 1.446 -0.037
C16 6.991 1.078 1.068
O4 6.353 0.042 1.783
H3 7.132 1.949 1.727
H4 7.975 0.730 0.713
H5 4.266 -1.766 2.258
H6 2.310 -1.860 0.753
C17 2.145 -1.392 -2.627
H7 3.044 -1.082 -3.152
H8 1.322 -1.442 -3.337
H9 2.314 -2.382 -2.209
H10 1.643 0.597 -1.936
H11 -1.554 -1.432 0.023
H12 -2.198 2.167 -0.220
C18 -4.488 3.535 0.284
H13 -5.506 3.762 -0.025
H14 -4.328 3.977 1.268
H15 -3.793 3.998 -0.411
H16 -6.273 1.587 0.922
H17 -5.903 -0.816 1.059
H18 -4.075 -3.943 0.843
H19 -5.363 -2.916 0.168
H20 -4.915 -2.773 1.892

Cartesian forces, eV/Å:
-0.16 -0.21 0.06
0.24 0.57 -0.11
0.08 -0.02 -0.02
0.07 -0.25 0.02
0.07 0.13 -0.05
-0.16 -0.17 0.02
-0.01 0.00 0.00
-0.11 0.00 0.02
-0.21 -0.45 0.17
0.05 -0.32 0.08
-0.07 0.41 -0.07
0.20 -0.27 -0.06
-0.09 0.07 -0.03
0.08 0.02 -0.17
-0.07 0.06 0.12
-0.10 0.08 -0.18
0.38 0.14 0.08
-0.18 0.27 -0.49
-0.04 -0.42 0.41
0.26 0.04 0.14
-0.03 0.13 -0.15
-0.41 -0.01 -0.31
1.12 0.51 0.33
-0.34 -0.31 0.11
-0.12 -0.20 -0.15
-0.27 0.02 0.04
0.01 -0.09 0.12
-0.11 -0.06 0.04
-0.17 0.24 0.07
0.13 -0.03 -0.05
-0.07 -0.02 -0.09
0.05 -0.13 0.03
0.06 -0.18 0.07
0.09 0.13 -0.07
0.04 0.03 -0.02
0.02 -0.02 0.09
-0.05 0.07 -0.03
0.00 0.11 0.02
0.01 0.10 -0.05
-0.11 0.05 0.01
-0.04 -0.10 0.02
-0.09 0.05 0.02
0.03 0.02 0.04
0.01 0.01 -0.05

=====

Record 4
Here is a single C18H20N2O7S molecule from the OMol25 dataset. Energies are from ωB97M-V/def2-TZVPD.

- LUMO: 0.50 eV
- HOMO level: -7.720 eV
- SMILES: CCOC(=O)c1c(NC(=O)COC(=O)CNC(=O)c2ccco2)sc(C)c1C
- Relative energy (zero: lowest compared OMol25 entry of this formula, charge and spin): 5.6 kcal/mol

Element x y z (Å)
C1 -1.244 -4.098 -2.304
C2 -0.773 -3.774 -0.892
H1 -0.818 -4.658 -0.251
H2 0.249 -3.382 -0.913
O1 -1.619 -2.819 -0.261
C3 -1.397 -1.532 -0.555
O2 -0.528 -1.173 -1.327
C4 -2.302 -0.613 0.132
C5 -1.973 0.720 0.286
N1 -0.774 1.303 -0.042
C6 -0.604 2.640 0.025
O3 -1.469 3.400 0.413
C7 0.752 3.156 -0.459
H3 0.574 3.832 -1.304
H4 1.242 3.703 0.349
O4 1.616 2.102 -0.841
C8 1.504 1.635 -2.094
O5 0.935 2.200 -2.985
C9 2.137 0.256 -2.211
N2 3.074 -0.055 -1.164
C10 2.672 -0.329 0.100
O6 1.503 -0.406 0.440
C11 3.773 -0.565 1.043
C12 3.730 -0.905 2.370
C13 5.072 -1.003 2.796
C14 5.833 -0.715 1.702
O7 5.063 -0.449 0.639
H5 6.895 -0.669 1.562
H6 5.422 -1.251 3.776
H7 2.844 -1.061 2.949
H8 4.053 0.123 -1.323
H9 2.600 0.138 -3.190
H10 1.286 -0.438 -2.130
H11 0.001 0.656 -0.217
S1 -3.230 1.635 1.016
C15 -4.225 0.207 1.134
C16 -3.612 -0.901 0.636
C17 -4.242 -2.254 0.592
H12 -3.715 -2.936 1.256
H13 -4.187 -2.664 -0.414
H14 -5.284 -2.199 0.895
C18 -5.590 0.321 1.723
H15 -5.690 -0.320 2.599
H16 -6.352 0.030 1.000
H17 -5.775 1.349 2.023
H18 -1.200 -3.205 -2.923
H19 -2.268 -4.463 -2.284
H20 -0.603 -4.860 -2.738

Cartesian forces, eV/Å:
0.00 0.21 0.35
0.42 -0.28 -0.41
0.03 0.13 -0.05
-0.16 -0.12 0.08
-0.23 0.10 0.22
0.19 0.21 -0.25
-0.19 -0.24 0.04
0.06 0.48 0.10
-0.39 -0.14 0.10
0.26 -0.27 -0.10
0.53 0.09 -0.19
0.24 0.30 -0.06
-0.34 0.47 -0.08
-0.01 -0.11 0.22
-0.09 -0.10 -0.10
0.15 0.01 0.26
0.15 -0.11 -0.42
-0.04 -0.06 0.05
-0.39 -0.03 0.15
0.23 0.06 -0.20
0.25 -0.06 -0.32
0.13 -0.11 0.20
-0.39 -0.26 1.22
-0.19 0.23 -0.90
0.42 0.10 -0.39
0.11 -0.20 0.81
-0.11 0.11 -0.49
0.11 0.03 -0.12
0.15 -0.04 0.17
-0.24 -0.01 0.06
-0.06 -0.06 0.07
-0.06 0.07 0.09
0.21 0.13 -0.15
-0.09 0.28 0.02
-0.45 -0.73 0.03
0.48 0.06 -0.13
-0.11 0.19 0.14
-0.03 0.06 0.04
-0.05 -0.12 0.00
-0.07 -0.12 -0.03
-0.10 -0.03 0.02
0.01 -0.06 -0.05
-0.07 0.02 0.07
-0.10 0.03 0.02
-0.16 0.06 0.08
0.01 0.02 -0.07
-0.08 -0.07 -0.03
0.05 -0.10 -0.07